# C21H24NO7PSTeW

A molecular structure, C21H24NO7PSTeW (wB97M-V/def2-TZVPD, the OMol25 dataset).

```
57
Properties=species:S:1:pos:R:3:forces:R:3:nbo_charge:R:1
W -0.531 0.266 0.894 -0.124 0.337 -0.006 1.667
C -0.027 1.388 3.601 0.080 0.074 -0.148 -0.425
C -1.540 1.499 3.621 0.011 0.042 0.015 0.046
C -2.192 0.242 4.112 -0.023 0.001 0.006 -0.255
C -1.768 -0.921 3.621 0.018 0.008 0.002 -0.130
C -0.563 -0.987 2.771 -0.076 -0.056 0.117 -0.485
C 0.339 0.099 2.929 0.083 -0.020 -0.141 -0.353
H 0.411 1.537 4.585 -0.067 -0.026 0.045 0.247
H -1.904 2.402 4.102 0.013 0.003 0.004 0.229
H -3.052 0.315 4.760 -0.001 -0.002 0.001 0.236
H -2.275 -1.844 3.871 0.005 -0.004 0.000 0.225
H -0.156 -1.974 2.588 -0.009 0.003 -0.011 0.240
H 1.404 -0.079 2.843 -0.002 -0.019 0.047 0.258
C -1.652 3.169 -2.299 0.025 0.000 0.042 -0.261
C -2.164 2.343 -3.287 -0.018 -0.015 -0.038 -0.114
C -2.140 0.972 -3.117 0.023 0.018 0.007 -0.238
C -1.597 0.429 -1.959 0.037 -0.024 0.017 0.238
N -1.118 1.252 -0.997 0.069 -0.063 0.190 -0.518
C -1.149 2.581 -1.160 -0.025 0.016 -0.059 0.113
C -1.502 -1.018 -1.680 -0.010 0.099 -0.048 -0.061
C -1.822 -1.969 -2.648 0.008 -0.039 0.029 -0.189
C -1.738 -3.318 -2.349 -0.008 0.036 -0.021 -0.233
C -1.333 -3.713 -1.082 0.020 -0.027 0.015 -0.177
C -1.001 -2.763 -0.125 0.007 0.013 -0.029 -0.236
C -1.076 -1.401 -0.400 0.140 -0.062 0.115 -0.254
H -1.663 4.245 -2.390 -0.003 0.000 0.000 0.233
H -2.591 2.767 -4.187 0.001 -0.002 0.000 0.224
H -2.550 0.322 -3.874 0.003 0.007 -0.009 0.225
H -0.772 3.164 -0.330 -0.005 -0.001 0.003 0.236
H -2.131 -1.670 -3.641 -0.003 -0.002 -0.002 0.203
H -1.988 -4.055 -3.101 0.002 -0.006 0.005 0.215
H -1.268 -4.767 -0.839 -0.001 0.004 -0.006 0.212
H -0.672 -3.104 0.849 -0.008 0.003 -0.004 0.204
O -4.269 1.031 2.483 0.011 -0.011 0.010 -0.906
S -3.301 1.264 1.470 0.044 -0.047 -0.059 2.603
O -1.835 1.664 2.160 0.011 -0.148 -0.008 -0.774
O -2.710 0.032 0.847 -0.261 0.025 -0.032 -0.949
O -3.542 2.304 0.525 0.004 0.020 0.008 -0.924
C 3.653 -2.498 -2.348 0.002 0.001 -0.014 -0.630
C 2.430 -2.330 -1.478 -0.029 0.025 0.045 -0.066
O 2.822 -2.038 -0.115 0.040 -0.015 -0.019 -0.824
P 2.731 -0.587 0.540 -0.078 0.043 -0.134 1.666
O 1.113 -0.238 0.260 0.078 -0.127 0.097 -0.954
Te 0.888 2.677 2.074 -0.120 -0.053 0.106 -0.074
O 3.339 0.288 -0.683 -0.002 0.007 0.015 -0.833
C 3.293 1.726 -0.625 0.048 0.022 -0.065 -0.067
C 4.286 2.289 0.367 0.049 -0.015 -0.015 -0.646
H 3.350 -2.783 -3.357 -0.001 -0.002 0.000 0.212
H 4.302 -3.278 -1.951 -0.004 -0.001 0.001 0.213
H 4.215 -1.567 -2.402 -0.001 -0.002 0.003 0.222
H 1.846 -3.248 -1.424 -0.013 -0.015 0.003 0.192
H 1.777 -1.537 -1.844 0.007 0.006 -0.004 0.188
H 2.273 2.042 -0.386 0.044 -0.021 -0.040 0.182
H 3.519 2.056 -1.638 0.013 -0.006 -0.007 0.189
H 4.035 1.995 1.386 -0.005 0.016 -0.025 0.229
H 4.270 3.380 0.320 -0.006 0.003 0.018 0.219
H 5.295 1.948 0.134 0.006 -0.004 -0.021 0.213
```
Positions in Å, forces in eV/Å.

## Properties
LUMO: -0.0385 hartree
Energy above the lowest of the compared OMol25 structures with the same formula, charge and spin: 63.2 kcal per mole
Highest occupied orbital energy: -7.35 eV